No. 1
The following is a DFT calculation (ωB97M-V/def2-TZVPD) of a molecular structure, C10H24Br2F6N2O10S2V.

- Kohn-Sham gap (eV) = 4.45
- E_HOMO (hartree) = -0.16157
- total charge = -1
- total energy (eV) = -237964.2478
- E_LUMO (eV) = 0.05

Last column: Löwdin charge in e.
Geometry (Å):
O -0.06877 0.82983 -1.63991  -0.445
V 0.70053 0.88179 -0.21844  0.467
O 0.91390 -0.66210 0.17262  -0.455
C 0.43676 -1.85151 3.30399  -0.036
C 0.29760 -0.99921 4.58561  -0.296
C 1.50002 -1.08916 5.48254  -0.202
O 1.20013 -0.45936 6.72297  -0.182
C 1.93162 -0.93057 7.85036  -0.094
N 0.04170 0.42771 4.22785  0.164
H 0.85197 0.89536 3.78257  0.049
H -0.73475 0.53876 3.55898  -0.025
H -0.08037 1.00870 5.05533  0.157
H 0.99784 -1.26648 2.57096  0.042
H -0.48750 -2.16302 2.82109  0.080
H 1.01156 -2.77124 3.42444  0.082
H -0.57357 -1.32645 5.15271  0.146
H 2.43709 -0.78938 5.00820  0.110
H 1.57349 -2.16195 5.69521  0.124
H 1.42979 -0.65512 8.77505  0.082
H 2.88348 -0.39159 7.86516  0.087
H 2.15264 -1.99664 7.77757  0.081
C -1.52661 -0.54853 -4.57696  -0.016
C -2.39417 -1.77832 -4.80569  -0.304
C -3.71086 -1.45493 -5.51373  -0.206
O -3.49504 -1.38911 -6.89014  -0.190
C -4.66061 -1.26034 -7.68175  -0.074
N -1.57635 -2.83499 -5.51130  0.233
H -0.86936 -3.18522 -4.86814  0.179
H -2.20674 -3.56280 -5.83939  0.168
H -1.10766 -2.39148 -6.30119  0.169
H -2.03444 0.21119 -3.98348  0.108
H -1.36278 -0.04598 -5.53349  0.098
H -0.59360 -0.77842 -4.06108  0.095
H -2.66766 -2.28143 -3.87735  0.157
H -4.20175 -0.56835 -5.10560  0.150
H -4.38334 -2.27712 -5.22771  0.127
H -4.45464 -1.57765 -8.70317  0.091
H -4.90117 -0.20156 -7.81407  0.097
H -5.44893 -1.82226 -7.17920  0.092
C 3.90542 -0.12029 2.71423  -0.618
F 4.70353 -0.20154 1.65549  0.127
F 3.16270 -1.24759 2.72762  0.095
F 4.65245 -0.11233 3.82330  0.110
S 2.78480 1.44607 2.74817  0.546
O 3.65410 2.54737 2.37025  -0.272
O 1.70387 1.16111 1.82082  -0.424
O 2.31165 1.44502 4.13842  -0.325
C 0.88698 4.53469 -2.22764  -0.660
F 0.27285 5.58195 -2.75267  0.123
F 0.56469 3.43876 -2.93775  0.097
F 2.18551 4.76045 -2.18798  0.130
S 0.27398 4.33267 -0.39730  0.523
O 0.54188 2.94189 -0.00570  -0.484
O 1.06681 5.31307 0.32988  -0.317
O -1.14846 4.64106 -0.39002  -0.333
Br -1.67621 1.00089 1.44896  -0.046
Br 3.33402 1.21567 -1.37952  -0.184

=====

No. 2
The following is a DFT calculation (ωB97M-V/def2-TZVPD) of a molecular structure, C10H24ClDyIN2OPS.

- spin multiplicity = 6
- Kohn-Sham gap (alpha / beta) (eV) = 6.84 / 6.51
- E_HOMO (alpha / beta) (hartree) = -0.54156 / -0.54159
- total charge = +2
- total energy (eV) = -80604.0216
- E_LUMO (alpha / beta) (eV) = -7.90 / -8.23

Last column: Mulliken spin population.
Geometry (Å):
C -0.18586 2.90476 0.84934  0.000
I -2.13932 1.30950 2.15289  0.000
H -0.39122 1.98608 0.28387  0.001
H 0.80214 2.79875 1.32708  0.000
H -0.13654 3.75293 0.14395  0.000
Dy 0.43293 -1.76072 -0.84105  4.984
P -0.77038 0.30399 -2.01128  -0.055
C -2.30747 1.25080 -1.85035  0.001
C 0.11719 1.16388 -3.35349  0.000
H -0.55030 -2.02858 -3.01678  0.013
H -1.51058 -0.88074 -3.95512  -0.001
H -2.26286 -1.62961 -2.51753  0.006
C -1.32951 -1.22532 -2.93082  0.004
H 1.00192 0.59029 -3.66099  -0.001
H -0.56507 1.29262 -4.20637  0.001
H -2.65828 1.55921 -2.84637  0.000
H -2.13504 2.13747 -1.22544  0.000
H 0.44170 2.14531 -2.98287  0.000
H -3.07522 0.63968 -1.35894  0.000
C -1.20891 3.21951 1.87113  0.000
O -1.51577 4.23217 2.43075  0.000
Cl 2.12153 -2.04176 -2.55812  0.001
C 4.97145 -3.70493 3.49468  0.000
C 3.56368 -3.17137 3.67802  0.000
N 2.97454 -2.77930 2.36793  0.001
C 1.73769 -2.23031 2.32649  0.017
S 1.43877 -0.80038 1.34802  0.023
N 0.75234 -2.77929 3.07143  0.002
C 0.61390 -4.25605 3.18882  0.000
C 0.00216 -4.61044 4.52834  0.000
H 5.01365 -4.48909 2.72912  0.000
H 5.30265 -4.13468 4.44456  0.000
H 5.66567 -2.89961 3.23241  0.000
H 2.91675 -3.93209 4.12391  0.000
H 3.57439 -2.30010 4.35668  0.000
H 3.63563 -2.31218 1.74082  0.001
H -0.15046 -2.30821 2.95036  0.000
H -0.03677 -4.60373 2.37169  0.001
H 1.59216 -4.72183 3.04891  0.000
H -1.02828 -4.25329 4.59848  0.000
H -0.01626 -5.69825 4.65469  0.000
H 0.57552 -4.18332 5.35799  0.000

=====

No. 3
The following is a DFT calculation (ωB97M-V/def2-TZVPD) of 2 unconnected molecules or ions with the total composition C10H24IN2.

- Kohn-Sham gap (eV) = 7.78
- E_HOMO (hartree) = -0.43915
- total charge = +1
- total energy (eV) = -21829.1922
- E_LUMO (eV) = -4.17

Last column: natural (NBO) charge in e.
Geometry (Å):
C -4.19165 -1.82506 -0.92665  -0.611
C 2.55587 -1.98797 -1.83370  -0.620
C -0.87656 -0.60184 1.39777  -0.634
C -2.74357 -1.45395 -1.08059  -0.435
C -2.47271 -0.05760 -0.62403  -0.390
C 2.17050 -1.12532 -0.59649  -0.221
C 0.09398 0.08400 -1.05934  -0.231
C 2.05052 3.53057 1.95095  -0.718
C -1.03695 0.14617 0.08045  -0.201
C 1.83180 1.09446 0.13042  0.335
N 3.01463 1.39413 0.60650  -0.790
N 1.45301 0.09252 -0.61804  -0.424
I 0.54240 3.16755 3.45304  0.663
H -4.47339 -2.57362 -1.69217  0.224
H -4.92024 -1.09168 -1.17621  0.211
H -4.54539 -2.10435 0.16086  0.208
H 3.21466 -1.45106 -2.49077  0.215
H 3.01346 -2.96899 -1.61472  0.241
H 1.65927 -2.09141 -2.52849  0.209
H -1.26915 -1.59187 1.37850  0.224
H -1.32407 -0.08947 2.25395  0.216
H 0.22336 -0.78435 1.63982  0.206
H -2.44617 -1.65955 -2.13919  0.207
H -2.21269 -2.18390 -0.56371  0.205
H -3.28306 0.15494 0.12239  0.210
H -2.58446 0.74296 -1.30865  0.213
H 3.20700 -0.95930 -0.10661  0.206
H 1.73050 -1.85320 0.10208  0.198
H -0.12852 -0.93281 -1.51380  0.221
H -0.15207 0.73677 -1.88948  0.221
H 1.57095 3.93471 1.05409  0.246
H 2.55269 4.29486 2.35237  0.220
H -1.06744 1.25633 0.30967  0.170
H 1.07346 1.85235 0.23077  0.154
H 2.63690 2.69999 1.45967  0.330
H 3.76632 0.75518 0.27872  0.371
H 1.36682 3.44982 4.80061  0.150

=====

No. 4
The following is a DFT calculation (ωB97M-V/def2-TZVPD) of 6 unconnected molecules or ions with the total composition C10H24N4O14.

- Kohn-Sham gap (eV) = 10.72
- E_HOMO (hartree) = -0.39171
- total charge = 0
- total energy (eV) = -45372.8611
- SMILES string = C[N+](=O)[O-].C[N+](=O)[O-].C[N+](=O)[O-].C[N+](=O)[O-].COC(=O)OC.COC(=O)OC
- E_LUMO (eV) = 0.06

Last column: natural (NBO) charge in e.
Geometry (Å):
C 2.77189 -3.38587 -1.96584  -0.498
N 2.02670 -4.02389 -3.07434  0.539
O 1.67354 -5.16862 -2.89387  -0.388
O 1.86671 -3.38329 -4.08703  -0.372
H 2.29241 -3.70808 -1.05191  0.229
H 2.84562 -2.30294 -2.01029  0.259
H 3.81953 -3.67495 -2.06327  0.229
C 2.32020 -1.64070 2.78291  -0.487
N 1.59734 -1.41664 1.49763  0.542
O 2.22520 -1.59078 0.47098  -0.400
O 0.44364 -1.05329 1.55765  -0.363
H 2.67655 -0.69412 3.17605  0.241
H 3.14378 -2.30927 2.55354  0.230
H 1.65406 -2.10794 3.50147  0.236
C 0.10702 0.29695 -4.14119  -0.491
N 1.54414 0.08963 -3.90059  0.536
O 2.31279 0.65629 -4.67701  -0.379
O 1.90509 -0.66963 -3.01041  -0.393
H -0.21658 1.26404 -3.77217  0.261
H -0.42986 -0.39909 -3.49351  0.225
H -0.14894 0.02593 -5.15780  0.238
C -2.06823 3.93132 -2.39199  -0.500
N -1.73010 3.77596 -3.83577  0.533
O -0.58493 3.58664 -4.17188  -0.366
O -2.66147 3.99309 -4.59641  -0.381
H -3.13621 3.83146 -2.24116  0.230
H -1.78791 4.93887 -2.09024  0.234
H -1.51528 3.20908 -1.79439  0.251
C 2.89217 1.30167 -0.98003  -0.263
O 1.96769 1.36972 0.08147  -0.501
C 0.66937 1.38850 -0.19000  1.007
O 0.14497 1.53006 -1.26017  -0.676
O 0.04748 1.26673 0.96068  -0.488
C -1.36902 1.35349 0.99188  -0.264
H 3.76222 1.89331 -0.67135  0.186
H 2.52110 1.73346 -1.90656  0.205
H 3.33659 0.32140 -1.14808  0.203
H -1.63304 1.05812 2.00561  0.217
H -1.79754 0.56970 0.36522  0.192
H -1.76044 2.35200 0.81359  0.184
C -1.97122 0.58708 6.15563  -0.255
O -2.45882 0.50324 4.81766  -0.503
C -2.54544 -0.73060 4.30677  0.985
O -2.21556 -1.73239 4.87564  -0.646
O -3.02497 -0.61923 3.09140  -0.507
C -3.42764 -1.80786 2.37726  -0.261
H -2.06911 1.63702 6.41188  0.198
H -0.93580 0.24402 6.17156  0.189
H -2.53694 -0.02212 6.86075  0.195
H -2.96561 -2.67521 2.84876  0.213
H -3.07832 -1.70709 1.35886  0.202
H -4.49881 -1.88519 2.54244  0.194

=====

No. 5
The following is a DFT calculation (ωB97M-V/def2-TZVPD) of a molecular structure, C10H24N6O3Tm.

- spin multiplicity = 3
- Kohn-Sham gap (alpha / beta) (eV) = 9.83 / 9.83
- E_HOMO (alpha / beta) (hartree) = -0.45554 / -0.45566
- total charge = +1
- total energy (eV) = -55370.4069
- E_LUMO (alpha / beta) (eV) = -2.57 / -2.57

Last column: Mulliken spin population.
Geometry (Å):
Tm 0.18602 0.80910 -0.18917  2.012
N 2.22422 0.38650 1.14533  -0.002
C 1.58832 0.15880 2.45573  0.000
C 0.90392 -1.20740 2.40503  0.000
N -0.09408 -1.25630 1.30543  -0.007
C -1.44608 -1.30310 1.90623  0.000
C -2.61108 -0.88880 0.99803  0.000
N -2.28638 0.37960 0.33313  0.000
C 0.21722 -2.41110 0.43793  -0.001
C -0.63258 -2.51150 -0.83227  0.001
N -0.65688 -1.22170 -1.55247  -0.001
H 3.03692 -0.23030 1.06073  0.000
H 2.59612 1.34020 1.10833  0.000
H 0.84342 0.94940 2.62143  0.000
H 2.30872 0.17940 3.28283  0.000
H 0.43322 -1.41880 3.36653  0.000
H 1.66752 -1.97310 2.24653  0.000
H -1.43828 -0.57460 2.71943  0.000
H -1.64608 -2.29650 2.32543  0.000
H -3.49408 -0.80620 1.64343  0.000
H -2.84538 -1.64290 0.24713  0.000
H -2.42128 1.14550 1.00933  0.000
H -2.98658 0.57130 -0.38597  0.000
H 0.11612 -3.35340 0.99333  0.000
H 1.25712 -2.28720 0.12053  0.001
H -1.64448 -2.82410 -0.58557  0.000
H -0.20358 -3.30520 -1.45187  0.000
H -1.54328 -1.12720 -2.04937  0.000
H 0.06782 -1.25020 -2.27017  0.000
N 1.94442 -0.24460 -2.32527  0.000
C 1.43662 0.91970 -3.08367  -0.002
C 0.95262 1.89400 -2.01377  0.001
O 1.74092 2.03630 -1.01717  -0.004
N -0.28438 2.30870 -2.02777  0.004
C -0.56238 3.42260 -1.10687  -0.003
C -1.09768 2.95410 0.26483  0.002
O -2.26168 3.14600 0.58043  0.000
O -0.27208 2.29730 1.00433  0.000
H 2.76152 0.08430 -1.80407  0.000
H 2.28682 -0.94940 -2.97877  0.000
H 0.61132 0.63280 -3.73877  0.000
H 2.21512 1.41530 -3.67827  0.000
H -1.32378 4.05440 -1.56627  0.000
H 0.35602 3.99850 -0.92387  0.000

=====

No. 6
The following is a DFT calculation (ωB97M-V/def2-TZVPD) of a molecular structure, C10H25AsF6FeN2O4.

- spin multiplicity = 5
- Kohn-Sham gap (alpha / beta) (eV) = 9.49 / 8.83
- E_HOMO (alpha / beta) (hartree) = -0.33186 / -0.30809
- total charge = 0
- total energy (eV) = -133481.9945
- E_LUMO (alpha / beta) (eV) = 0.46 / 0.45

Last column: Mulliken spin population.
Geometry (Å):
Fe -0.06284 0.05355 0.21333  3.806
C -0.19474 -0.15977 4.29530  0.000
C -0.09573 -0.21749 2.80416  -0.016
O 0.82568 0.41125 2.19056  0.051
O -0.98121 -0.78758 2.12129  0.042
H -0.89535 0.61766 4.61347  0.001
H 0.76997 0.04237 4.75366  0.000
H -0.66487 -1.04999 4.71593  0.001
As 0.46827 1.32277 -3.32247  0.007
F 0.35183 0.36031 -1.80589  0.017
F -0.49421 0.07160 -4.02657  0.001
F 0.53802 2.27353 -4.77197  0.000
F 1.36532 2.50084 -2.42573  0.001
F 1.94207 0.48628 -3.65869  0.001
F -1.00177 2.17917 -2.86948  0.001
C 2.41321 -3.62386 0.70971  0.004
C 1.96412 -2.13864 0.54810  -0.005
C 2.95677 -1.24230 -0.16390  0.001
O 2.34695 0.04081 -0.19226  -0.004
C 3.27296 1.09414 -0.34189  0.000
N 0.61638 -2.00835 -0.03948  0.042
H 3.11289 -3.91638 -0.07011  0.000
H 1.53337 -4.25443 0.79963  0.000
H 2.91478 -3.67110 1.67817  0.000
H 1.89757 -1.75040 1.56313  -0.002
H 3.17583 -1.58028 -1.18606  -0.001
H 3.91215 -1.17813 0.36303  0.000
H 2.69115 2.01361 -0.28891  0.002
H 3.80113 1.03545 -1.29444  0.000
H 3.99437 1.17974 0.47942  0.000
H -0.02765 -2.70866 0.31993  0.000
H 0.64116 -2.27805 -1.02774  0.002
C -3.33752 2.83054 0.52638  0.004
C -2.33252 1.66784 0.54610  -0.021
C -2.86448 0.60693 -0.42864  0.010
O -1.92454 -0.45016 -0.59196  0.005
C -2.42720 -1.48335 -1.42006  0.008
N -0.95393 1.99567 0.16701  0.042
H -3.66252 3.01662 -0.49892  0.001
H -2.94591 3.75782 0.94160  -0.001
H -4.20459 2.53562 1.11902  0.000
H -2.30301 1.18838 1.52737  -0.003
H -2.99059 1.11789 -1.39693  0.000
H -3.89950 0.33830 -0.19790  0.000
H -3.10499 -2.11169 -0.83394  0.000
H -1.58193 -2.11847 -1.67932  -0.001
H -2.92141 -1.17414 -2.33918  0.002
H -0.97935 2.34103 -0.80172  0.003
H -0.65359 2.82349 0.67787  0.002